Record 1
This record from OMol25 describes a structure of composition C47H56InN2O2P2S2Si2. The level of theory is the ωB97M-V functional and the def2-TZVPD basis.

```
114
Properties=species:S:1:pos:R:3:forces:R:3
In 0.007 0.886 -0.161 0.5 -1.1 0.3
C -1.399 -2.544 -3.200 0.5 0.7 0.0
Si -0.270 -1.016 -3.424 -0.6 0.0 -0.4
C 0.880 -1.399 -4.896 -0.3 0.3 0.7
C -1.348 0.510 -3.858 0.4 -0.6 0.1
N 0.487 -0.601 -1.914 -0.3 0.3 0.0
P 2.065 -0.401 -1.655 0.8 1.0 0.5
C 2.301 0.545 -0.170 -1.3 -1.2 -0.1
P 2.078 -0.332 1.355 0.9 0.9 -0.5
N 0.542 -0.145 1.836 -0.5 0.0 -0.2
Si 0.022 -0.170 3.500 -0.5 0.3 0.6
C 0.916 -1.362 4.694 -0.1 0.5 -0.6
C -1.818 -0.689 3.567 0.7 0.3 -0.1
C 0.189 1.624 4.177 -0.2 -0.7 -0.2
C 2.538 -2.085 1.381 0.0 0.4 -0.1
C 3.866 -2.489 1.301 -0.1 0.0 0.1
C 4.171 -3.838 1.321 0.1 0.0 0.1
C 3.158 -4.779 1.418 -0.1 0.0 0.1
C 1.833 -4.375 1.452 0.0 -0.1 0.1
C 1.523 -3.028 1.430 -0.1 0.1 0.1
C 3.127 0.498 2.588 -0.2 -0.3 0.0
C 3.743 -0.174 3.635 0.2 0.0 -0.1
C 4.269 0.536 4.703 0.1 0.0 0.1
C 4.193 1.921 4.722 0.0 -0.1 0.0
C 3.620 2.598 3.655 0.0 0.1 -0.1
C 3.084 1.888 2.596 0.0 0.1 -0.1
C 2.730 0.657 -2.983 -0.1 -0.3 -0.1
C 3.536 0.209 -4.023 0.1 0.1 0.2
C 3.841 1.055 -5.078 0.1 0.1 -0.1
C 3.341 2.346 -5.105 0.1 0.0 0.0
C 2.537 2.800 -4.069 0.0 0.1 0.0
C 2.231 1.957 -3.018 0.0 0.0 0.0
C 2.927 -1.989 -1.749 -0.1 0.4 0.0
C 4.311 -2.078 -1.834 0.0 -0.1 0.0
C 4.904 -3.322 -1.968 0.1 0.1 -0.1
C 4.123 -4.467 -2.004 0.0 0.0 -0.1
C 2.749 -4.377 -1.859 0.0 -0.1 -0.1
C 2.151 -3.139 -1.732 0.0 0.1 -0.1
H -1.857 -2.794 -4.152 -0.2 0.0 -0.2
H -2.192 -2.366 -2.478 -0.1 -0.1 0.0
H -0.843 -3.417 -2.875 0.2 -0.2 0.1
H 0.289 -1.678 -5.761 -0.3 -0.1 -0.1
H 1.560 -2.219 -4.685 0.1 -0.2 0.1
H 1.479 -0.538 -5.171 0.0 0.2 -0.1
H -2.187 0.250 -4.495 -0.2 0.0 -0.1
H -0.768 1.274 -4.370 0.2 0.1 -0.1
H -1.738 0.954 -2.944 -0.1 0.1 0.1
H 0.946 -2.381 4.322 0.0 -0.2 -0.1
H 0.394 -1.372 5.645 -0.2 0.1 0.2
H 1.934 -1.048 4.887 0.1 0.0 0.1
H -1.921 -1.763 3.682 0.0 -0.3 0.0
H -2.366 -0.400 2.677 -0.1 0.1 -0.2
H -2.298 -0.229 4.425 -0.1 0.1 0.2
H 1.069 1.734 4.805 0.2 0.0 0.0
H -0.667 1.902 4.785 -0.2 0.0 0.2
H 0.273 2.349 3.369 0.0 0.0 -0.1
H 4.650 -1.748 1.226 0.1 0.0 0.0
H 5.201 -4.158 1.262 0.1 0.0 0.0
H 3.401 -5.830 1.477 0.0 -0.1 -0.1
H 1.043 -5.109 1.499 -0.1 -0.1 0.0
H 0.497 -2.685 1.453 -0.1 0.0 0.0
H 3.809 -1.254 3.617 -0.1 0.0 0.1
H 4.719 0.008 5.532 0.1 0.0 0.0
H 4.574 2.470 5.570 0.1 0.0 0.0
H 3.574 3.677 3.663 0.0 0.1 0.0
H 2.620 2.397 1.757 0.1 0.1 0.1
H 3.915 -0.804 -4.022 0.0 0.0 0.0
H 4.471 0.707 -5.886 0.0 0.0 0.0
H 3.579 3.001 -5.930 0.0 0.0 -0.1
H 2.159 3.813 -4.086 -0.1 0.0 0.0
H 1.592 2.298 -2.209 0.1 0.1 -0.1
H 4.909 -1.178 -1.795 0.1 0.0 0.0
H 5.978 -3.396 -2.043 0.1 0.0 0.0
H 4.585 -5.434 -2.144 0.1 -0.1 0.1
H 2.141 -5.269 -1.846 0.0 -0.1 0.0
H 1.081 -3.040 -1.624 -0.1 -0.1 0.0
O -1.918 -0.183 -0.164 1.2 0.4 0.5
S -3.134 -0.466 -0.986 -1.7 0.0 0.3
C -4.303 0.879 -0.457 0.5 -0.4 -0.2
C -4.105 1.235 1.002 0.2 -0.1 0.1
C -4.275 2.731 1.297 0.0 -0.1 -0.2
C -3.084 3.317 2.043 0.3 0.1 -0.3
S -1.688 3.847 0.948 -1.1 0.9 0.6
O -1.469 2.710 -0.012 0.7 -1.5 -0.7
C -2.638 5.031 -0.044 0.3 -0.1 0.2
C -2.909 4.742 -1.369 0.2 -0.3 0.0
C -3.647 5.638 -2.124 0.0 0.1 0.1
C -4.096 6.816 -1.548 0.0 0.0 -0.1
C -3.793 7.113 -0.228 0.0 0.0 0.1
C -3.057 6.221 0.531 0.1 -0.1 0.1
C -3.830 -1.895 -0.115 0.2 0.2 -0.3
C -3.014 -2.580 0.770 0.2 0.2 0.0
C -3.484 -3.734 1.372 -0.1 0.0 -0.1
C -4.742 -4.214 1.046 0.1 -0.1 0.1
C -5.536 -3.548 0.125 0.0 0.1 0.0
C -5.084 -2.375 -0.457 0.0 0.1 0.0
H -5.311 0.570 -0.716 -0.1 -0.1 -0.1
H -4.010 1.712 -1.099 0.0 0.0 -0.1
H -3.076 0.969 1.259 -0.2 -0.1 0.0
H -4.766 0.644 1.637 0.1 -0.1 0.0
H -5.176 2.885 1.892 0.1 0.2 0.0
H -4.406 3.280 0.363 -0.2 0.1 0.1
H -2.651 2.604 2.745 0.1 0.0 0.1
H -3.360 4.223 2.577 0.1 0.2 0.1
H -2.532 3.824 -1.798 0.0 0.0 -0.1
H -3.867 5.420 -3.158 0.0 0.0 -0.1
H -4.675 7.510 -2.135 -0.1 0.1 -0.1
H -4.129 8.042 0.207 0.0 0.1 0.1
H -2.805 6.444 1.557 0.0 0.1 0.2
H -2.026 -2.200 0.984 0.1 0.1 0.0
H -2.868 -4.263 2.084 0.1 0.0 0.0
H -5.099 -5.120 1.509 -0.1 -0.1 0.0
H -6.502 -3.946 -0.145 -0.1 0.0 0.0
H -5.696 -1.836 -1.165 -0.1 0.0 -0.1
```
Forces are in eV/Å.

Summary:
- 2S+1 = 1
- highest occupied orbital energy (eV) = -9.76
- charge = +1
- DFT total energy (hartree) = -4332.6635
- energy relative to the best compared isomer or geometry (same formula, charge and spin) (kJ/mol) = 47.0
- gap between HOMO and LUMO (eV) = 7.029

Record 2
This record from OMol25 describes a structure of composition C47H56MgN3O9SSe. The level of theory is the ωB97M-V functional and the def2-TZVPD basis.

```
118
Properties=species:S:1:pos:R:3:forces:R:3
Mg -17.581 13.100 -11.535 -0.3 0.1 0.3
C -11.830 8.563 -10.513 -0.2 -0.5 -0.7
C -12.990 8.012 -11.310 -0.2 -0.6 -0.5
C -12.506 7.103 -12.460 0.9 1.2 -0.9
C -13.762 7.142 -10.276 -1.7 2.3 -0.5
C -13.950 9.091 -11.801 0.1 0.5 0.5
C -13.976 10.355 -11.240 -0.4 0.0 -0.7
C -14.983 11.275 -11.570 2.0 -0.1 1.5
Se -14.882 13.070 -10.828 0.3 -0.3 -0.4
C -15.385 12.741 -9.047 -2.5 0.1 1.4
C -14.480 12.617 -8.017 2.0 0.5 -2.3
C -14.816 12.406 -6.732 0.1 0.7 1.8
C -16.182 12.421 -6.405 1.0 -0.8 2.0
C -17.168 12.571 -7.307 -0.7 0.3 -1.6
C -16.770 12.803 -8.655 0.0 -0.2 -1.7
O -17.709 13.030 -9.544 0.2 0.2 -0.8
C -18.660 12.492 -7.004 -0.5 -1.1 -0.6
C -18.890 12.141 -5.583 -0.7 -0.5 2.5
C -19.320 11.340 -7.857 0.7 -0.8 0.1
C -19.391 13.787 -7.205 1.2 1.2 -0.1
C -13.757 12.494 -5.607 -1.7 -0.2 -0.6
C -14.149 11.470 -4.509 1.1 1.5 0.4
C -12.368 12.322 -6.146 1.3 0.1 1.1
C -13.829 13.840 -4.979 0.9 0.9 2.4
C -15.988 10.913 -12.404 -2.0 0.5 -1.9
O -16.944 11.762 -12.753 -0.2 0.2 0.5
C -16.005 9.624 -13.003 -0.3 -0.3 0.1
C -14.972 8.785 -12.700 0.4 -1.3 0.3
C -17.233 9.108 -13.791 1.4 1.3 0.3
C -17.704 10.156 -14.794 -0.4 1.9 -0.9
C -16.851 7.898 -14.614 0.5 -1.8 0.6
C -18.361 8.823 -12.784 0.8 -2.5 0.2
H -11.432 7.658 -10.050 1.1 0.4 -0.2
H -12.252 9.115 -9.712 -0.1 0.8 0.9
H -11.188 9.221 -11.108 0.3 -0.5 0.3
H -11.763 6.407 -12.081 0.0 -0.3 0.2
H -11.928 7.685 -13.307 -1.5 -1.0 1.4
H -13.386 6.546 -12.806 0.6 0.0 -0.5
H -13.270 6.288 -9.883 0.5 -1.0 0.0
H -14.798 6.975 -10.648 0.7 -0.5 0.2
H -13.904 7.873 -9.467 -0.2 -0.5 0.3
H -13.193 10.669 -10.598 0.5 0.3 0.6
H -13.456 12.827 -8.374 -0.2 -0.6 0.7
H -16.430 12.270 -5.342 0.0 0.1 -0.6
H -18.286 11.282 -5.306 -0.1 -0.3 0.2
H -19.960 11.885 -5.378 0.7 0.1 -0.4
H -18.672 12.918 -4.807 0.1 -0.2 -0.9
H -18.856 10.318 -7.571 -0.7 1.6 -0.6
H -19.192 11.564 -8.921 0.4 -0.3 0.3
H -20.416 11.257 -7.758 0.3 0.2 0.6
H -18.793 14.549 -6.670 -0.4 0.0 0.0
H -20.364 13.736 -6.756 -0.7 0.0 0.1
H -19.427 14.104 -8.230 -0.3 0.0 -0.4
H -14.255 10.537 -4.947 -0.5 -2.0 -0.9
H -15.059 11.753 -3.963 0.3 -0.1 -0.2
H -13.330 11.360 -3.798 0.0 0.2 0.3
H -12.300 11.445 -6.719 0.2 -1.6 -0.6
H -11.676 12.257 -5.272 -0.2 0.0 -0.7
H -11.957 13.076 -6.832 -0.6 0.3 0.5
H -14.810 14.023 -4.549 -0.4 0.3 -0.4
H -13.493 14.655 -5.637 -0.2 -0.2 0.3
H -13.195 13.793 -4.016 -0.4 0.4 -1.4
H -14.941 7.747 -13.041 -0.3 0.5 -0.2
H -16.859 10.746 -15.350 -1.3 -1.5 1.0
H -18.326 10.940 -14.297 0.9 -0.7 -0.5
H -18.394 9.697 -15.531 0.5 0.0 0.0
H -16.158 8.066 -15.407 0.6 1.0 -0.6
H -17.733 7.552 -15.115 -0.6 -0.5 -0.1
H -16.329 7.029 -14.118 -1.1 0.8 0.1
H -19.030 9.632 -12.627 -0.5 0.8 0.0
H -17.956 8.481 -11.797 -0.2 0.4 -0.7
H -18.895 7.931 -13.179 -0.2 0.6 0.3
O -17.440 20.039 -13.725 0.1 -0.2 -0.2
C -17.384 19.553 -12.402 -0.1 1.3 0.6
C -17.364 18.097 -12.230 0.1 -1.9 -1.3
C -17.728 17.489 -11.048 -0.2 -0.1 0.0
C -17.737 16.088 -11.029 1.1 -1.2 1.1
N -17.296 15.244 -12.015 -1.5 2.4 -0.4
C -17.092 15.851 -13.228 0.1 0.2 1.8
C -17.071 17.253 -13.323 0.2 -0.3 -1.5
C -16.777 14.867 -14.314 -0.2 0.0 -0.8
C -17.709 14.304 -15.245 1.4 1.2 1.5
C -17.337 13.307 -16.111 -0.1 0.3 -1.4
C -18.328 12.657 -17.069 -0.1 1.1 0.2
O -19.709 13.011 -16.922 0.6 -0.9 0.9
C -15.977 13.002 -16.224 0.1 -1.2 1.1
C -15.160 13.461 -15.237 2.6 1.6 1.4
N -15.495 14.429 -14.330 -1.8 -1.5 -1.1
H -18.116 19.548 -14.219 0.2 0.2 0.3
H -18.198 19.958 -11.804 -0.6 0.0 -0.1
H -16.539 20.008 -11.875 0.4 -0.1 -0.6
H -18.020 18.159 -10.205 0.1 -1.1 -0.5
H -18.002 15.529 -10.105 0.1 0.6 -0.6
H -16.810 17.692 -14.326 -0.3 -0.4 1.2
H -18.683 14.733 -15.346 -0.6 0.0 0.5
H -18.131 11.610 -16.939 -0.3 -0.8 -0.3
H -18.012 12.982 -18.069 -0.3 -0.3 0.0
H -20.075 12.496 -16.156 0.5 0.6 -0.7
H -15.494 12.207 -16.825 -0.9 0.6 0.0
H -14.091 13.235 -15.048 -0.6 -0.1 -0.4
O -14.607 14.827 -13.319 -0.9 0.4 -0.5
O -13.344 14.368 -13.572 0.6 -0.4 -0.3
O -20.106 11.982 -13.989 -0.3 -0.6 -0.5
C -20.532 12.637 -13.064 2.0 0.8 0.8
N -19.672 13.347 -12.183 -2.5 0.4 -0.2
S -20.600 14.642 -11.630 0.9 -0.7 -0.5
O -20.332 15.760 -12.513 -0.5 0.1 0.1
O -20.493 14.913 -10.219 0.0 -0.2 -0.1
C -22.194 13.929 -11.991 1.2 0.0 -0.1
C -23.409 14.293 -11.531 -0.7 1.3 1.2
C -24.498 13.523 -11.941 0.7 -0.5 -1.1
C -24.350 12.430 -12.793 0.8 -1.0 -0.1
C -23.016 12.048 -13.194 -1.9 -1.5 -0.6
C -21.989 12.823 -12.798 0.9 1.0 0.7
H -23.513 15.161 -10.821 0.0 -1.1 -0.9
H -25.465 13.810 -11.670 -1.4 0.3 0.6
H -25.250 11.800 -13.064 1.3 0.9 0.2
H -22.750 11.105 -13.742 -0.7 1.1 0.4
```
Forces are in eV/Å.

Summary:
- 2S+1 = 1
- highest occupied orbital energy (eV) = -4.63
- charge = -1
- DFT total energy (hartree) = -5665.6796
- energy relative to the best compared isomer or geometry (same formula, charge and spin) (kJ/mol) = 258.6
- gap between HOMO and LUMO (eV) = 6.729